Formula: C40H43N5O3PPtSe
Source: the OMol25 dataset
Level of theory: the ωB97M-V functional and the def2-TZVPD basis

Positions of all 94 atoms, in Å:
Pt1 -1.1277 -1.0903 0.7170
O1 -1.0504 0.8712 2.4993
N1 -1.6452 1.9249 2.2170
N2 -2.2249 1.9380 1.0632
O2 -2.2127 0.8912 0.2164
C1 -2.9247 3.1110 0.6471
C2 -4.1028 2.9813 -0.0728
C3 -4.7728 4.1267 -0.4723
C4 -4.2712 5.3809 -0.1513
C5 -3.0898 5.4924 0.5668
C6 -2.4027 4.3556 0.9636
H1 -4.4905 2.0039 -0.3237
H2 -5.6944 4.0379 -1.0315
H3 -4.8019 6.2706 -0.4625
H4 -2.6928 6.4685 0.8126
H5 -1.4772 4.4244 1.5162
O3 -3.9938 -0.6341 1.1729
N3 -3.1129 -1.6655 1.0014
C7 -3.6278 -2.7892 1.3170
C8 -3.0531 -4.1165 1.1132
C9 -3.9712 -5.1707 1.1672
C10 -3.5645 -6.4789 0.9901
C11 -2.2225 -6.7591 0.7718
C12 -1.3052 -5.7250 0.7198
C13 -1.7061 -4.3994 0.8850
P1 -0.4022 -3.1500 0.7657
C14 0.6521 -3.5017 2.1982
C15 0.0732 -4.0652 3.3350
C16 0.8270 -4.2619 4.4817
C17 2.1645 -3.8969 4.5047
C18 2.7448 -3.3231 3.3823
C19 1.9931 -3.1180 2.2370
C20 0.4726 -3.6338 -0.7467
C21 1.6786 -4.3249 -0.7616
C22 2.2576 -4.6834 -1.9729
C23 1.6278 -4.3699 -3.1663
C24 0.4111 -3.6974 -3.1541
C25 -0.1609 -3.3245 -1.9513
H6 -3.4691 0.1290 0.7770
H7 -4.6460 -2.7451 1.6912
H8 -5.0156 -4.9507 1.3487
H9 -4.2899 -7.2800 1.0294
H10 -1.8906 -7.7803 0.6424
H11 -0.2599 -5.9511 0.5487
H12 -0.9696 -4.3551 3.3341
H13 0.3664 -4.7020 5.3557
H14 2.7539 -4.0563 5.3977
H15 3.7862 -3.0306 3.3975
H16 2.4641 -2.6543 1.3800
H17 2.1666 -4.6054 0.1620
H18 3.1991 -5.2161 -1.9786
H19 2.0800 -4.6525 -4.1078
H20 -0.0887 -3.4612 -4.0844
H21 -1.0996 -2.7813 -1.9442
C26 4.3125 3.2790 -0.4518
C27 4.3941 3.1318 1.0642
C28 3.5101 2.0362 1.6603
C29 2.0290 2.3667 1.7816
N4 1.3061 2.4259 0.5017
C30 0.8581 1.3670 -0.1863
Se1 1.1761 -0.4286 0.3192
N5 0.1555 1.7869 -1.2475
C31 -0.5221 0.9472 -2.2425
C32 0.4113 0.1802 -3.1675
C33 1.3585 1.0505 -3.9951
C34 2.6049 1.5179 -3.2483
C35 0.0819 3.1749 -1.2046
C36 -0.5267 4.0991 -2.0491
C37 -0.3702 5.4321 -1.7289
C38 0.3742 5.8391 -0.6117
C39 0.9869 4.9245 0.2203
C40 0.8212 3.5800 -0.0981
H22 5.0793 3.9633 -0.8153
H23 3.3514 3.6714 -0.7851
H24 4.4685 2.3162 -0.9440
H25 4.1572 4.0866 1.5459
H26 5.4287 2.9125 1.3355
H27 3.8467 1.8258 2.6786
H28 3.6318 1.1038 1.1012
H29 1.9040 3.3458 2.2446
H30 1.4976 1.6428 2.3960
H31 -1.1250 1.6318 -2.8374
H32 -1.2127 0.2991 -1.7047
H33 -0.2472 -0.3753 -3.8418
H34 0.9727 -0.5673 -2.6034
H35 0.8140 1.9171 -4.3860
H36 1.6686 0.4767 -4.8707
H37 2.3770 2.2645 -2.4868
H38 3.3233 1.9709 -3.9319
H39 3.0991 0.6776 -2.7543
H40 -1.0987 3.7989 -2.9153
H41 -0.8305 6.1831 -2.3562
H42 0.4731 6.8953 -0.4009
H43 1.5723 5.2431 1.0716

* HOMO: -10.6 eV
* LUMO energy: -0.106 Eh
* relative energy (zero: lowest compared OMol25 entry of this formula, charge and spin): 0.0000 eV
* total charge: +1